[1]
Computed, not measured: a 4-piece molecular cluster, C4H10OSi overall, with the ωB97M-V functional and the def2-TZVPD basis.

Structure (XYZ):
```
16
Properties=species:S:1:pos:R:3:forces:R:3
C 1.650171 -1.613313 -0.156265 -1.99 1.56 -0.15
C 1.423883 -0.332205 -0.961741 0.09 -1.17 0.95
C 0.172262 -1.392248 0.363545 -1.48 -1.95 -0.72
C 0.159005 -0.167966 -0.540794 -1.12 1.06 -0.60
O -1.372643 1.085206 2.193905 0.07 0.35 0.40
Si -0.047213 1.830933 2.285035 -1.39 -1.00 2.24
H 1.637476 -2.425895 -0.809779 0.12 -1.57 -1.17
H 2.481667 -1.742145 0.468706 1.02 0.24 1.29
H 2.148402 -0.008305 -1.678758 -0.24 0.89 -0.51
H -3.712550 1.866414 -3.010444 -3.46 -0.29 -0.99
H -0.531569 -2.217392 -0.133154 1.33 1.53 1.17
H -0.099955 -1.397566 1.455454 0.49 0.46 -1.11
H -0.726523 0.499095 -0.886956 1.80 -1.13 0.79
H -4.573019 1.795753 -3.257996 3.47 0.29 1.00
H 0.680560 1.984834 1.158868 1.71 0.72 -2.43
H 0.710047 2.234799 3.510372 -0.40 0.01 -0.15
```
Positions in Å, forces in eV/Å.

Output
Frontier orbital gap in eV: 8.98
HOMO energy in eV: -9.373



[2]
Computed, not measured: C17H37N3O6PtSi4Te as an isolated structure, with the ωB97M-V functional and the def2-TZVPD basis.

Structure (XYZ):
```
69
Properties=species:S:1:pos:R:3:forces:R:3
Pt 0.338937 0.090885 0.922158 0.15 -0.49 0.02
C 2.220938 -1.260852 3.930122 0.00 -0.01 0.00
C 1.229201 -2.084495 3.194892 -0.03 0.02 0.00
N 0.460455 -1.685580 2.209877 0.13 0.09 0.10
C -0.286560 -2.767530 1.814253 -0.03 -0.03 -0.05
C 0.038977 -3.850184 2.571378 0.13 -0.10 0.05
N 0.986908 -3.399479 3.444708 -0.02 0.03 0.04
C -0.394580 -5.286889 2.554797 -0.29 0.05 -0.19
O -0.051802 -5.957872 1.467585 0.03 0.03 0.02
O -1.009651 -5.762723 3.468299 0.15 -0.03 0.06
C -1.294758 -2.648098 0.762138 -0.01 -0.01 -0.04
O -1.987822 -3.546829 0.371399 -0.01 0.01 0.00
O -1.408508 -1.376695 0.299513 0.01 0.26 0.22
H 2.019891 -0.209495 3.734653 0.00 0.00 0.00
H 3.236538 -1.479709 3.594093 0.00 0.00 0.00
H 2.166574 -1.448184 5.002573 0.00 0.00 0.00
H 1.432934 -3.960026 4.152804 -0.01 0.00 0.00
H 0.552993 -5.419911 0.904558 0.04 -0.07 0.07
N 3.393042 -1.555425 -1.025549 -0.06 -0.04 -0.03
C 3.384145 -2.543092 0.036591 -0.01 0.06 0.08
C 2.179293 -3.460856 -0.090411 0.00 0.00 -0.03
O 2.069879 -4.507328 0.514607 -0.05 0.07 0.03
O 1.228634 -2.995948 -0.878247 0.01 -0.08 -0.10
H 3.451112 -0.608720 -0.659083 0.00 0.02 -0.03
H 1.616893 -2.182883 -1.290182 -0.03 0.04 0.05
H 4.113989 -1.717323 -1.712846 0.04 0.02 0.01
H 3.253418 -2.034633 0.997938 0.05 -0.02 -0.01
H 4.283256 -3.154811 0.107261 0.00 -0.02 -0.02
C -4.264856 -1.420762 0.722430 -0.03 -0.02 -0.04
Si -2.906463 -0.880362 -0.420370 -0.09 -0.06 -0.18
C -2.996156 -1.632266 -2.118963 -0.01 -0.03 0.01
C -2.797916 0.968198 -0.495398 0.01 0.01 0.03
Si 0.589777 2.000758 -0.318653 0.03 0.13 -0.02
Te 2.549497 1.414163 1.091712 -0.12 0.14 -0.03
Si -0.371711 3.964359 0.544886 0.00 0.01 -0.03
C 0.940539 5.307673 0.598600 0.01 -0.01 0.00
C -1.805188 4.581989 -0.509773 -0.01 0.02 0.01
C -0.994926 3.604337 2.288593 0.01 0.00 0.00
Si 0.851826 1.849557 -2.650222 -0.03 0.02 0.01
C 0.886996 0.034376 -3.129177 0.01 -0.01 0.00
C -0.588212 2.673096 -3.543145 0.02 0.01 -0.01
C 2.447376 2.678834 -3.187233 0.02 -0.02 0.01
H -4.415614 -2.499132 0.686579 0.00 0.01 0.01
H -5.196419 -0.933668 0.422833 -0.01 -0.01 0.02
H -4.058825 -1.132834 1.755556 0.01 0.02 -0.01
H -4.024326 -1.898820 -2.372454 0.00 0.03 -0.01
H -2.403929 -2.547576 -2.154375 -0.02 -0.01 0.00
H -2.624581 -0.948427 -2.884319 0.01 0.00 0.01
H -3.750174 1.361523 -0.864848 0.01 0.01 0.00
H -2.015198 1.292329 -1.184041 0.00 0.00 -0.01
H -2.598354 1.412106 0.482575 -0.01 -0.02 0.00
H 1.315146 5.538989 -0.401064 0.00 0.00 0.00
H 1.786830 4.986863 1.208823 0.00 0.01 0.00
H 0.533562 6.226644 1.028838 0.00 0.00 0.00
H -1.477715 4.842987 -1.517642 0.00 0.00 0.00
H -2.243024 5.477618 -0.060244 0.00 0.00 0.01
H -2.594511 3.832632 -0.596672 0.01 0.01 0.00
H -0.620993 2.643362 2.646248 0.02 0.01 0.00
H -2.086936 3.577822 2.314599 0.00 -0.02 0.00
H -0.661817 4.374267 2.987955 -0.02 0.01 0.00
H -0.053632 -0.457137 -2.866055 0.01 -0.01 0.01
H 1.694969 -0.474278 -2.600074 0.00 0.01 -0.02
H 1.049798 -0.092641 -4.202624 -0.02 0.01 -0.01
H -1.555523 2.305570 -3.195156 -0.01 0.00 -0.01
H -0.526044 2.476538 -4.616903 0.01 0.00 0.00
H -0.575763 3.755310 -3.402245 0.00 0.00 0.00
H 3.306070 2.204242 -2.708048 0.00 0.01 0.00
H 2.456316 3.734832 -2.909669 0.00 0.00 0.00
H 2.575759 2.611595 -4.270715 0.00 0.00 0.00
```
Positions in Å, forces in eV/Å.

Output
Frontier orbital gap in eV: 7.07
HOMO energy in eV: -7.177



[3]
Computed, not measured: C26H34As2N2O9PdS2 as an isolated structure, with the ωB97M-V functional and the def2-TZVPD basis.

Structure (XYZ):
```
76
Properties=species:S:1:pos:R:3:forces:R:3
Pd -0.358565 0.706187 -0.441198 0.08 -0.11 -1.61
C 3.129547 -0.221793 -0.105817 0.15 -0.05 0.01
C 2.420602 0.182823 1.138487 0.07 0.01 0.20
N 1.145559 0.469130 1.191846 -0.40 0.44 -0.44
C 0.716169 0.827191 2.456743 0.31 -0.08 0.12
C 1.706351 0.808818 3.385087 -0.07 -0.03 -0.03
S 3.188076 0.330496 2.672098 -0.19 -0.11 -0.23
C -0.698660 1.153780 2.628044 -0.36 0.08 0.03
C -1.386232 1.492197 3.750649 0.07 0.03 0.10
S -3.032430 1.772472 3.380620 0.06 -0.06 -0.23
C -2.729922 1.420431 1.719625 0.23 0.01 0.41
N -1.479542 1.115524 1.497817 -0.46 0.14 0.21
C -3.766414 1.447644 0.648891 -0.11 0.03 0.09
H 2.450943 -0.117033 -0.952356 0.01 0.02 -0.02
H 3.470727 -1.256712 -0.048605 -0.05 -0.01 0.03
H 4.002158 0.406397 -0.277941 -0.02 0.00 0.00
H 1.634977 1.040765 4.435656 0.02 -0.03 -0.01
H -1.024665 1.584607 4.762690 0.00 -0.01 -0.02
H -4.221565 2.434631 0.558223 0.01 0.00 0.01
H -4.567865 0.739442 0.863049 0.00 0.01 -0.02
H -3.302369 1.178978 -0.299567 -0.01 -0.01 -0.02
C -2.106845 0.442270 -5.039494 -0.11 -0.27 -0.06
O -1.459831 1.615735 -4.495313 -0.03 0.11 0.14
C -1.138703 1.656940 -3.229196 0.07 -0.12 -0.37
O -1.355621 0.724372 -2.451039 0.49 0.03 0.97
C -0.622535 2.970560 -2.818330 0.06 0.23 0.11
C 0.027176 3.809338 -3.658852 0.12 0.27 0.17
As 1.518425 2.891599 -4.545137 -0.11 -0.14 -0.09
C 2.409844 4.198824 -5.698681 0.04 -0.10 0.00
C 2.382259 3.301448 -2.766065 -0.17 -0.02 0.03
C 1.882496 3.325470 -1.523917 0.16 -0.24 0.24
As 0.007080 3.049327 -0.975544 -0.15 -0.74 -0.01
C -0.679587 4.356519 0.299067 -0.04 -0.23 -0.26
C 2.791545 3.307447 -0.328499 0.02 0.02 0.19
O 3.868851 2.784445 -0.271632 0.07 0.14 -0.16
O 2.185107 3.899699 0.711165 -0.08 0.04 -0.13
C 2.970818 4.057731 1.908701 0.18 -0.02 0.10
C 3.856068 3.348521 -3.068541 0.13 -0.19 -0.12
O 4.328547 2.482986 -3.762960 0.02 0.05 0.11
O 4.470438 4.424354 -2.629752 -0.20 0.15 0.17
C 5.871245 4.535127 -2.963065 0.22 -0.04 -0.11
C 0.128554 5.252991 -3.246806 -0.46 0.51 0.21
O -0.546213 5.711918 -2.352614 0.16 -0.30 0.19
O 0.927216 5.973637 -4.005366 0.20 -0.27 -0.15
C 1.002832 7.379466 -3.696889 -0.08 0.27 0.15
H -1.516422 0.113462 -5.889550 0.05 0.05 0.02
H -3.096798 0.742009 -5.372355 0.03 0.06 0.02
H -2.177725 -0.343506 -4.294469 0.03 0.03 0.00
H 1.664067 4.663452 -6.341384 -0.04 -0.01 0.06
H 3.108118 3.637802 -6.316891 -0.02 -0.05 0.03
H 2.941159 4.966461 -5.145099 -0.06 0.02 0.05
H -0.139378 5.289090 0.197348 0.10 0.03 -0.11
H -0.564693 3.941280 1.298580 0.02 -0.07 -0.07
H -1.728225 4.510649 0.053149 -0.02 -0.04 -0.02
H 3.725170 4.826593 1.751763 -0.03 0.00 -0.04
H 3.464342 3.124011 2.167306 -0.05 0.02 -0.02
H 2.280200 4.365043 2.687122 -0.04 -0.01 -0.03
H 6.169838 5.532636 -2.661678 -0.05 0.00 0.02
H 6.011240 4.395321 -4.032985 -0.02 0.01 0.02
H 6.444715 3.784991 -2.422860 -0.08 -0.02 0.02
H 1.719172 7.806454 -4.389582 0.01 -0.09 -0.04
H 1.331191 7.521759 -2.668798 0.02 -0.06 -0.02
H 0.027218 7.844518 -3.823652 -0.01 -0.07 -0.02
C -0.075976 -3.536536 0.365518 -0.03 0.08 -0.01
C -1.234456 -2.960102 1.197440 0.02 0.10 -0.10
C -1.961127 -2.102811 0.175382 -0.10 -0.18 0.31
O -0.895628 -1.496826 -0.575375 0.23 0.87 0.03
C 0.099371 -2.524278 -0.781753 0.17 -0.22 0.04
H -0.338134 -4.513394 -0.035810 0.01 -0.01 0.01
H 0.834293 -3.650870 0.949838 -0.01 0.00 0.01
H -0.862562 -2.323117 2.002333 0.01 -0.03 0.02
H -1.868666 -3.730355 1.629802 -0.01 0.00 0.00
H -2.579369 -1.313966 0.597789 0.04 0.02 -0.04
H -2.559978 -2.718106 -0.502543 0.00 0.07 -0.04
H 1.076808 -2.046263 -0.798318 -0.06 0.03 0.01
H -0.085609 -2.984302 -1.753854 0.00 0.06 0.00
```
Positions in Å, forces in eV/Å.

Output
Frontier orbital gap (alpha / beta) in eV: 6.76 / 6.77
Total charge: +2
HOMO energy (alpha / beta) in eV: -13.892 / -13.892



Here are the calculated ΔE to the lowest compared entry with this formula, charge and spin numbers, same order: 4.922; 0.000; 0.000 (eV).